w.
Entry from the Open Molecules 2025 dataset: an isolated ion of composition C3H8N2O and charge -1 (ωB97M-V with the def2-TZVPD basis set).

Properties
Gap between HOMO and LUMO (spin up / spin down)   3.4 / 9.0 eV
Net charge   -1
Spin multiplicity   2
E_HOMO (spin up / spin down)   0.95 / -4.85 eV

```
14
C3H8N2O (ωB97M-V with the def2-TZVPD basis set)
C -1.29069 -0.70933 -1.75671
H -1.11405 -1.95578 0.02343
H -2.38800 -0.35135 -1.84315
H -0.63583 -0.09686 1.69563
H 0.77168 -1.46678 0.48128
C 0.66338 0.63086 0.51386
H 1.08801 -0.58863 -1.07354
C 0.43115 -0.68501 -0.22484
H -0.78616 0.20573 -2.07105
N -0.26719 0.83223 1.55065
O 1.80788 1.23567 0.37518
H -0.97484 -1.53049 -2.44350
N -1.03362 -0.99285 -0.28948
H -0.14124 1.60402 2.20739
```

---

x.
Entry from the Open Molecules 2025 dataset: a 2-piece molecular cluster, C3H8N2O overall (ωB97M-V with the def2-TZVPD basis set).

Properties
Gap between HOMO and LUMO (spin up / spin down)   2.4 / 9.1 eV
Net charge   -1
Spin multiplicity   2
E_HOMO (spin up / spin down)   1.22 / -5.46 eV

```
14
C3H8N2O (ωB97M-V with the def2-TZVPD basis set)
C 2.29699 0.02267 -0.82921
N 2.24437 1.27112 -1.41945
C -2.72818 -0.38265 1.76279
H -2.24047 0.38222 -0.26240
H 3.27051 -0.25571 -0.30907
N 1.42228 -0.93016 -0.92538
H 1.53699 -1.70465 -0.25313
H -2.24255 -0.39656 2.76826
H 3.15567 1.63715 -1.70747
H -1.00168 0.51337 0.85124
O -3.88601 -0.39100 1.56364
H 1.54089 1.41818 -2.09847
H -1.51695 -1.08412 0.23555
C -1.85187 -0.09987 0.62312
```

---

Q: What are the energies relative to the best structure? A: w 0.0; x 15.5, in kJ/mol.

---

w.
Entry from the Open Molecules 2025 dataset: an isolated ion of composition C5H7N6O and charge +1 (ωB97M-V with the def2-TZVPD basis set).

Properties
Gap between HOMO and LUMO   9.9 eV
Net charge   +1
SMILES   [H]/N=C/N1C(=O)N1c1n[nH+]c(C)[nH]1
E_HOMO   -13.45 eV

```
19
C5H7N6O (ωB97M-V with the def2-TZVPD basis set)
N 0.10477 -1.93547 -0.50954
H -0.69861 0.98245 0.70552
O 3.74527 -1.25050 -0.49160
H -3.58902 0.39997 0.34824
H 3.37408 2.34025 -0.59931
N 2.42753 0.68601 -0.11336
C 2.54493 2.08935 0.09587
H -3.80308 -1.46875 0.57167
C 2.93396 -0.53876 -0.11592
C -1.78973 -0.80426 -0.06152
N -1.22959 -1.91815 -0.57003
H -1.71280 -2.64577 -0.92641
H -3.79746 -0.70284 -0.78575
N 1.63730 -0.37211 0.50488
N 1.70681 2.82311 0.70737
C 0.41634 -0.82163 0.09417
C -3.18099 -0.60265 0.07732
N -0.76264 -0.05289 0.32923
H 1.67294 3.79264 0.73918
```

---

x.
Entry from the Open Molecules 2025 dataset: an isolated ion of composition C5H7N6O and charge +1 (ωB97M-V with the def2-TZVPD basis set).

Properties
Gap between HOMO and LUMO   10.3 eV
Net charge   +1
SMILES   [NH2+]=C1NNC(=O)[C@H]1c1nc[nH]n1
E_HOMO   -13.94 eV

```
19
C5H7N6O (ωB97M-V with the def2-TZVPD basis set)
H 3.84505 0.36380 -0.96919
C 2.67280 -0.73505 0.42198
H 3.54999 -1.23432 1.01900
H -1.42039 -1.55761 2.11113
C 0.90404 -0.20259 -0.66709
H 0.05766 -1.67383 1.34917
N 2.94415 0.13582 -0.56212
O -0.72429 2.26999 -1.63014
C -0.55944 -0.04007 -0.87138
H -2.97718 0.22530 1.39272
N 1.37540 -0.93706 0.44642
C -1.14701 1.35606 -1.05003
C -1.30659 -0.44161 0.38989
H -2.51090 2.29923 0.19943
N 1.84503 0.43514 -1.30247
N -2.39736 0.27450 0.54514
H -0.93119 -0.53388 -1.70649
N -2.29422 1.40606 -0.31846
N -0.92553 -1.40988 1.20248
```

---

Q: What are the energies relative to the best structure? A: w 296.6; x 0.0, in kJ/mol.

---

w.
Entry from the Open Molecules 2025 dataset: C3H5FO as an isolated structure (ωB97M-V with the def2-TZVPD basis set).

Properties
Gap between HOMO and LUMO   9.6 eV
E_HOMO   -9.23 eV

```
10
C3H5FO (ωB97M-V with the def2-TZVPD basis set)
H 2.12656 1.23089 0.36640
H 0.79574 -0.55926 1.35888
C -1.65272 -0.14278 -0.27938
C 0.80945 -0.37633 0.11215
H -1.50138 -1.35043 -0.16238
F -0.20532 1.75718 -0.08622
C -0.34726 0.49013 -0.28789
H -2.70573 0.14019 0.00369
O 2.05165 0.27130 -0.41269
H 0.62900 -1.46089 -0.61258
```

---

x.
Entry from the Open Molecules 2025 dataset: C3H5FO as an isolated structure (ωB97M-V with the def2-TZVPD basis set).

Properties
Gap between HOMO and LUMO   10.2 eV
E_HOMO   -9.88 eV

```
10
C3H5FO (ωB97M-V with the def2-TZVPD basis set)
F -0.73843 1.69554 -1.69550
C 0.02462 -0.98665 0.81414
H -0.72711 -0.55751 1.46851
H 0.96680 -1.02789 1.35493
H -0.46698 1.89258 0.30286
C 0.22476 -0.13998 -0.43921
H -0.26585 -1.99880 0.54533
C -0.46404 1.18938 -0.52042
O 1.35348 0.66079 -0.47657
H 0.09274 -0.72747 -1.35408
```

---

Q: What are the energies relative to the best structure? A: w 183.2; x 0.0, in kJ/mol.

---

w.
Entry from the Open Molecules 2025 dataset: an isolated ion of composition C10H19N2 and charge +1 (ωB97M-V with the def2-TZVPD basis set).

Properties
Gap between HOMO and LUMO (spin up / spin down)   8.2 / 8.2 eV
Net charge   +1
E_HOMO (spin up / spin down)   -12.00 / -12.00 eV

```
31
C10H19N2 (ωB97M-V with the def2-TZVPD basis set)
N 2.56485 1.36327 -0.72410
H 0.02742 0.90527 1.68302
H 1.65818 2.72273 0.56828
N 0.81835 -1.79848 1.04998
H 2.42961 1.46353 1.45653
H -2.24596 -0.07797 -2.23116
C -2.14827 -1.41889 -0.09955
C -1.77579 0.01766 -0.21172
H 3.19922 2.09105 -1.05059
H 1.27503 -3.67499 1.68203
H -1.45999 -2.01773 -0.64044
H 2.97149 -0.40321 -1.87171
H -3.28702 0.86532 1.15283
C -2.41819 0.65483 -1.40418
H -3.16520 -1.53799 -0.45306
H 3.74490 -0.45978 -0.26883
C 1.87639 1.66339 0.58814
H 1.71496 1.66801 -1.33649
C -0.13923 0.19820 -0.42650
H -1.83207 1.60174 -1.46654
H -1.98456 -1.75114 0.97532
C 2.90043 -0.05785 -0.88296
C -2.22518 0.72024 1.06434
H -1.78733 1.74115 1.20951
H -3.51707 0.95230 -1.23012
H -1.95445 0.40600 2.14980
C 0.84910 -0.68226 0.38314
C 1.36356 -2.94746 0.88958
H -0.11011 0.38525 -1.44927
C 0.62163 0.72160 0.74493
H 2.03530 -3.31378 0.14977
```

---

x.
Entry from the Open Molecules 2025 dataset: an isolated ion of composition C10H19N2 and charge +1 (ωB97M-V with the def2-TZVPD basis set).

Properties
Gap between HOMO and LUMO   11.4 eV
Net charge   +1
SMILES   C1CCC([NH2+]C2=NCCC2)CC1
E_HOMO   -14.47 eV

```
31
C10H19N2 (ωB97M-V with the def2-TZVPD basis set)
H -1.42853 -0.13908 1.94088
H -2.89137 -1.72285 0.68792
C -1.37115 1.23267 0.30158
H -3.42350 0.81283 0.81769
C -2.82478 0.94297 -0.08527
H 3.31134 0.32714 -2.08716
H -0.26724 -1.07224 -0.72597
H -3.22755 1.79503 -0.63155
C -0.81896 0.02597 1.04579
H 4.20533 1.07547 -0.76964
H -0.79994 1.42174 -0.60726
N 0.59288 0.28478 1.55615
C -2.30751 -1.51094 -0.20923
H -1.32888 2.12543 0.92996
H 3.27412 -1.75943 -0.93957
H 2.19362 2.09706 -0.07145
C 3.43397 -0.90598 -0.27720
C 1.68593 0.11090 0.60272
C 3.34201 0.45900 -1.00945
H 0.79208 -0.40297 2.29628
H -3.94922 -0.52199 -1.18603
H 0.61947 1.23084 1.95774
C 2.04451 1.09309 -0.46996
H 1.27119 1.14823 -1.23742
H -2.34175 -2.39486 -0.84458
H -0.43531 -2.07558 0.71914
N 2.39795 -0.91805 0.71399
H -2.37407 -0.15604 -1.88144
C -0.85544 -1.22485 0.18024
C -2.90791 -0.31577 -0.94282
H 4.38872 -1.06250 0.22589
```

---

Q: What are the energies relative to the best structure? A: w 646.5; x 0.0, in kJ/mol.